No. 1
{
  "formula": "C29H76BrN10O10P3S2",
  "method": "the ωB97M-V functional and the def2-TZVPD basis",
  "symbols": ["N", "C", "C", "O", "C", "C", "C", "S", "O", "O", "O", "C", "Br", "C", "C", "C", "C", "C", "S", "O", "O", "O", "H", "H", "H", "H", "H", "H", "H", "H", "H", "H", "H", "H", "H", "H", "H", "H", "H", "H", "H", "H", "H", "H", "O", "P", "N", "C", "C", "N", "C", "C", "N", "C", "C", "H", "H", "H", "H", "H", "H", "H", "H", "H", "H", "H", "H", "H", "H", "H", "H", "H", "H", "O", "P", "N", "C", "C", "N", "C", "C", "N", "C", "C", "H", "H", "H", "H", "H", "H", "H", "H", "H", "H", "H", "H", "H", "H", "H", "H", "H", "H", "O", "P", "N", "C", "C", "N", "C", "C", "N", "C", "C", "H", "H", "H", "H", "H", "H", "H", "H", "H", "H", "H", "H", "H", "H", "H", "H", "H", "H"],
  "positions_angstrom": [[1.28795, 5.71298, 2.07435], [2.57389, 5.08179, 2.44000], [2.71277, 3.70137, 1.78773], [3.06193, 3.92758, 0.41265], [1.37881, 2.92272, 1.77071], [0.72347, 2.81825, 3.15595], [1.40473, 1.63166, 3.94248], [0.47110, 1.34610, 5.43880], [1.37952, 1.42690, 6.53477], [-0.25544, 0.11689, 5.38521], [-0.48472, 2.62312, 5.57066], [-1.38794, 2.79356, 4.48073], [-1.99621, 4.64996, 4.63538], [-0.78901, 2.46710, 3.10965], [-1.55838, 3.06642, 1.93885], [-3.01139, 2.51141, 1.84283], [-4.01620, 3.51297, 1.24916], [-4.87780, 4.17135, 2.36208], [-4.84074, 5.93251, 2.16742], [-3.50936, 6.35700, 1.85467], [-5.79479, 6.30151, 1.17518], [-5.29896, 6.52116, 3.57307], [1.43187, 6.38303, 1.32675], [0.99283, 6.28986, 2.85315], [3.42598, 5.71291, 2.19121], [2.52743, 4.91609, 3.51953], [3.53471, 3.12004, 2.20116], [2.36329, 4.45363, 0.01309], [1.66030, 1.91226, 1.46448], [0.76523, 3.41202, 1.02663], [0.87210, 3.69421, 3.78390], [1.44864, 0.73772, 3.32478], [2.41314, 1.89933, 4.24845], [-2.27031, 2.19033, 4.67408], [-0.86482, 1.37688, 3.00211], [-1.60870, 4.15523, 1.95630], [-1.08677, 2.79491, 0.99829], [-2.96610, 1.66981, 1.14676], [-3.35082, 2.08447, 2.78686], [-4.70745, 2.93141, 0.63886], [-3.54192, 4.23666, 0.59176], [-5.88836, 3.77176, 2.32648], [-4.45792, 3.87783, 3.32115], [-4.53750, 6.41949, 4.16666], [-8.14157, 2.36087, 3.88774], [-9.21308, 1.50479, 3.25688], [-10.58615, 2.30819, 3.91141], [-11.84758, 1.70559, 4.27038], [-10.76198, 3.69764, 3.50505], [-8.83463, 0.02210, 4.08051], [-9.42076, -0.26051, 5.38133], [-7.40160, -0.25660, 4.10989], [-10.08176, 0.64608, 2.06189], [-10.53570, 1.40360, 0.89886], [-10.55000, -0.72622, 2.10634], [-12.48830, 1.47564, 3.40393], [-12.40499, 2.39224, 4.91022], [-11.72445, 0.79783, 4.85417], [-11.31307, 3.77971, 2.55747], [-9.79759, 4.18888, 3.37731], [-11.30584, 4.25853, 4.26859], [-9.36809, 0.59347, 6.06850], [-8.90901, -1.10502, 5.84469], [-10.45917, -0.58243, 5.28206], [-6.87933, 0.31455, 4.88562], [-6.94148, -0.01325, 3.15009], [-7.23461, -1.32175, 4.28705], [-11.60510, 1.63618, 0.96475], [-10.35903, 0.85417, -0.02819], [-9.99288, 2.34659, 0.81398], [-11.38264, -0.84406, 2.80574], [-9.76319, -1.42449, 2.37431], [-10.90397, -1.03163, 1.11856], [3.45897, 0.01301, -0.18532], [3.59203, -1.41354, -0.66386], [3.22381, -2.09863, 0.86831], [3.75983, -3.27935, 1.50135], [1.84390, -1.86721, 1.29466], [5.28858, -1.36581, -1.02724], [6.26239, -1.60926, 0.02272], [5.66671, -0.18618, -1.79971], [3.40823, -2.82263, -1.59859], [2.04640, -3.29117, -1.83521], [4.44555, -3.71241, -2.09363], [3.35953, -4.22084, 1.09065], [3.51446, -3.26154, 2.56528], [4.84532, -3.31927, 1.45167], [1.19798, -2.68761, 0.94873], [1.43776, -0.92664, 0.92243], [1.76489, -1.83010, 2.38588], [6.04318, -1.05731, 0.94645], [7.25826, -1.32298, -0.31871], [6.33794, -2.67628, 0.24666], [5.76875, 0.70897, -1.17602], [4.92105, 0.02710, -2.56783], [6.61549, -0.36810, -2.31174], [1.79926, -4.14536, -1.19329], [1.90417, -3.58975, -2.87591], [1.32226, -2.49949, -1.63274], [4.89095, -4.29919, -1.28378], [5.23089, -3.18306, -2.62018], [4.03207, -4.41648, -2.81804], [6.02117, -4.08672, -5.02238], [6.60364, -3.99682, -6.40570], [6.92808, -5.65543, -6.70005], [7.99595, -6.19293, -7.50935], [5.76850, -6.53825, -6.69986], [8.03507, -3.09666, -6.00888], [9.25355, -3.79215, -5.62558], [7.77130, -2.00280, -5.07697], [6.68852, -3.47768, -8.02685], [5.56251, -3.81702, -8.89261], [7.80313, -2.84641, -8.70848], [7.81003, -6.11232, -8.59212], [8.12196, -7.25307, -7.28153], [8.95507, -5.73193, -7.29240], [5.28529, -6.57912, -7.68646], [5.02703, -6.20200, -5.97526], [6.05470, -7.55338, -6.41509], [9.07814, -4.58989, -4.89224], [9.96693, -3.08598, -5.19882], [9.75965, -4.20789, -6.49908], [7.69235, -2.34603, -4.03876], [6.83923, -1.49493, -5.33059], [8.57135, -1.26121, -5.14086], [5.80239, -4.66057, -9.55080], [5.26758, -2.96863, -9.51360], [4.68777, -4.09257, -8.30074], [8.61915, -3.55302, -8.88572], [8.19039, -1.99027, -8.16525], [7.47842, -2.46801, -9.68083]],
  "mulliken_charge": [-0.430, -1.116, -0.110, -0.602, -1.080, 0.322, -0.649, 1.357, -0.728, -0.647, -0.420, -0.427, -0.153, 0.156, -1.331, -1.297, -1.077, -0.251, 1.174, -0.576, -0.673, -0.462, 0.222, 0.193, 0.415, 0.444, 0.440, 0.397, 0.157, 0.741, 0.384, 0.158, 0.519, 0.666, 0.310, 0.467, 0.665, 0.447, 0.629, 0.426, 0.586, 0.214, 0.193, 0.355, -0.901, 0.808, 0.131, -0.785, -1.063, 0.207, -1.125, -1.140, 0.152, -1.098, -0.871, 0.228, 0.376, 0.109, 0.330, 0.292, 0.359, 0.333, 0.383, 0.267, 0.336, 0.368, 0.363, 0.300, 0.393, 0.325, 0.260, 0.271, 0.400, -0.790, 0.728, 0.203, -0.817, -1.303, 0.333, -1.139, -1.137, 0.193, -1.139, -0.907, 0.250, 0.360, 0.156, 0.339, 0.403, 0.359, 0.288, 0.367, 0.273, 0.313, 0.377, 0.287, 0.326, 0.373, 0.360, 0.253, 0.294, 0.382, -0.737, 0.602, 0.153, -0.739, -1.030, 0.240, -1.167, -1.359, 0.125, -1.090, -0.854, 0.225, 0.370, 0.091, 0.324, 0.237, 0.374, 0.351, 0.385, 0.279, 0.442, 0.361, 0.456, 0.309, 0.385, 0.338, 0.259, 0.269, 0.400],
  "smiles": "NC[C@H](O)C[C@@H]1CS(=O)(=O)O[C@@H](Br)[C@H]1CCCCS(=O)(=O)O.CN(C)P(=O)(N(C)C)N(C)C.CN(C)P(=O)(N(C)C)N(C)C.CN(C)P(=O)(N(C)C)N(C)C",
  "largest_force_ev_per_a": 6.26,
  "e_lumo_ev": 0.2,
  "multiplicity": 1,
  "homo_energy_ha": -0.291,
  "homo_lumo_gap_ev": 8.17,
  "e_tot_ha": -6844.7995,
  "total_charge": 0
}

No. 2
{
  "formula": "C24H30BrCl2N2O2S",
  "method": "the ωB97M-V functional and the def2-TZVPD basis",
  "symbols": ["C", "C", "C", "C", "C", "C", "C", "C", "C", "O", "Br", "C", "C", "C", "N", "C", "Cl", "C", "C", "Cl", "C", "C", "C", "C", "C", "C", "S", "H", "H", "H", "H", "H", "H", "H", "H", "H", "H", "H", "H", "H", "H", "H", "H", "H", "H", "H", "H", "H", "H", "C", "C", "O", "N", "C", "H", "H", "H", "H", "H", "H", "H", "H"],
  "positions_angstrom": [[3.22924, -0.07120, 0.82220], [3.47804, -1.44463, 0.17221], [2.42134, -2.52051, 0.53810], [2.58695, -2.88291, 2.02537], [1.02865, -2.01473, 0.17081], [0.77593, -1.58668, -1.11706], [-0.44689, -1.08332, -1.48590], [-0.74385, -0.59986, -2.88397], [0.35878, 0.27868, -3.46495], [1.33628, 0.67091, -2.88828], [0.06673, 0.83856, -5.32246], [-1.44244, -1.02194, -0.52578], [-1.25736, -1.47787, 0.76982], [-0.00982, -1.95953, 1.07544], [-2.31001, -1.44427, 1.75012], [-3.30785, -2.52903, 1.49994], [-5.00599, -1.99365, 1.72410], [-3.16057, -3.78614, 2.40689], [-3.86884, -4.96453, 1.70362], [-1.48019, -4.18790, 2.85703], [-2.89335, -0.12202, 1.79922], [-3.01545, 0.48723, 3.02458], [-3.53455, 1.76450, 3.09178], [-3.92986, 2.41365, 1.95180], [-3.82178, 1.81717, 0.71610], [-3.29707, 0.55013, 0.66694], [-3.06031, -0.33785, -0.87002], [2.59650, 0.54954, 0.17545], [4.15538, 0.48917, 0.99002], [2.73643, -0.13192, 1.79784], [4.47287, -1.78715, 0.47794], [3.46793, -1.32849, -0.91742], [2.62659, -3.41380, -0.06433], [3.48019, -3.51487, 2.09830], [2.77469, -2.01510, 2.66272], [1.75320, -3.45460, 2.43961], [1.59351, -1.63654, -1.83218], [-0.85872, -1.45198, -3.56930], [-1.66760, -0.01822, -2.96970], [0.16198, -2.29301, 2.09054], [-3.15821, -2.86460, 0.46758], [-3.70674, -3.58638, 3.33098], [-3.53585, -5.92608, 2.09176], [-4.93833, -4.81645, 1.88103], [-3.73357, -4.89909, 0.61899], [-2.69662, -0.06791, 3.90098], [-3.59787, 2.23930, 4.06596], [-4.30777, 3.42467, 2.07623], [-4.11950, 2.33589, -0.18874], [2.82551, 5.92403, -1.19653], [2.81335, 4.45703, -1.47215], [3.09955, 3.59077, -0.71490], [2.40618, 3.96957, -2.83809], [3.41850, 4.26139, -3.92302], [3.85771, 6.26089, -1.10222], [2.34235, 6.48229, -1.99965], [2.28994, 6.11049, -0.26798], [1.50858, 4.39322, -3.08007], [2.29748, 2.95578, -2.70264], [4.30210, 4.72131, -3.48913], [2.96351, 4.92783, -4.64866], [3.68098, 3.32083, -4.39682]],
  "nbo_charge": [-0.623, -0.388, -0.237, -0.614, -0.010, -0.138, -0.103, -0.560, 0.574, -0.564, -0.040, -0.089, 0.105, -0.193, -0.518, -0.020, -0.023, -0.214, -0.623, -0.049, 0.222, -0.205, -0.207, -0.206, -0.211, -0.208, 0.250, 0.202, 0.213, 0.210, 0.212, 0.196, 0.220, 0.220, 0.209, 0.216, 0.205, 0.267, 0.281, 0.241, 0.203, 0.224, 0.237, 0.231, 0.207, 0.231, 0.223, 0.220, 0.225, -0.744, 0.706, -0.425, -0.587, -0.422, 0.284, 0.233, 0.290, 0.444, 0.481, 0.237, 0.241, 0.257],
  "largest_force_ev_per_a": 1.60,
  "e_lumo_ev": -3.5,
  "multiplicity": 1,
  "homo_energy_ha": -0.379,
  "homo_lumo_gap_ev": 6.81,
  "e_tot_ha": -5084.8715,
  "total_charge": 1
}

No. 3
{
  "formula": "C4H2ClO2",
  "method": "the ωB97M-V functional and the def2-TZVPD basis",
  "symbols": ["C", "C", "C", "C", "O", "O", "Cl", "H", "H"],
  "positions_angstrom": [[-1.23118, -0.11390, -1.36378], [-1.72903, 1.02378, -1.05328], [-0.19941, -0.85920, -0.83265], [0.91757, -0.31976, 1.31103], [-2.28281, 2.10987, -1.03234], [0.46530, -1.79352, -1.14135], [1.80464, 1.08333, 0.63865], [1.58292, -1.18952, 1.18795], [0.67198, 0.05892, 2.28577]],
  "nbo_charge": [-0.670, 0.661, 0.694, -0.688, -0.590, -0.557, -0.185, 0.171, 0.166],
  "largest_force_ev_per_a": 3.45,
  "e_lumo_ev": [3.9, 3.9],
  "multiplicity": 1,
  "homo_energy_ha": [-0.115, -0.114],
  "relative_energy_kcal_mol": 69.5,
  "homo_lumo_gap_ev": [7.03, 7.02],
  "e_tot_ha": -764.2227,
  "total_charge": -1
}

No. 4
{
  "formula": "C15H37BClFO3",
  "method": "the ωB97M-V functional and the def2-TZVPD basis",
  "symbols": ["F", "B", "C", "C", "C", "Cl", "H", "H", "H", "H", "H", "H", "H", "C", "C", "O", "C", "C", "H", "H", "H", "H", "H", "H", "H", "H", "H", "H", "C", "C", "O", "C", "C", "H", "H", "H", "H", "H", "H", "H", "H", "H", "H", "C", "C", "O", "C", "C", "H", "H", "H", "H", "H", "H", "H", "H", "H", "H"],
  "positions_angstrom": [[6.10053, -2.15233, -1.53170], [5.22720, -1.44075, -2.24233], [3.99076, -0.80867, -1.53880], [2.78728, -0.50669, -2.44698], [1.67279, -1.52657, -2.32670], [0.95100, -1.54102, -0.68193], [5.46168, -1.34458, -3.41446], [3.68773, -1.47587, -0.72252], [4.32881, 0.10655, -1.03655], [3.09582, -0.52807, -3.49928], [2.38789, 0.49145, -2.25826], [2.02830, -2.54263, -2.49565], [0.85816, -1.31725, -3.01591], [0.86901, 0.62690, 2.26878], [1.21953, 1.79645, 3.17154], [0.82384, 3.05965, 2.66306], [-0.56584, 3.22154, 2.43378], [-1.43634, 3.05973, 3.66698], [1.28124, 0.77019, 1.26982], [1.28444, -0.29419, 2.68091], [-0.20887, 0.48748, 2.17490], [2.30212, 1.87320, 3.27846], [0.80794, 1.63817, 4.17528], [-0.90658, 2.54249, 1.64265], [-0.66371, 4.23824, 2.05069], [-1.40572, 2.04308, 4.06182], [-2.46958, 3.28974, 3.40310], [-1.11528, 3.74424, 4.45367], [0.08207, -6.14876, -2.13119], [1.33555, -5.62478, -2.80947], [2.10666, -4.75155, -2.00113], [2.59333, -5.29000, -0.78184], [3.51756, -6.48140, -0.95832], [-0.53469, -5.32229, -1.77573], [-0.49998, -6.73577, -2.84306], [0.31280, -6.79507, -1.28372], [1.06328, -5.02373, -3.67818], [1.94816, -6.45734, -3.17368], [1.76190, -5.54615, -0.11624], [3.13169, -4.46437, -0.31522], [3.00138, -7.34453, -1.38057], [3.91629, -6.77954, 0.01223], [4.35333, -6.22598, -1.61103], [-3.46905, 5.78214, -0.39739], [-3.46673, 4.43987, 0.31280], [-4.04742, 4.46351, 1.60641], [-5.41031, 4.84960, 1.66788], [-6.34781, 3.94203, 0.89080], [-2.98223, 6.54123, 0.21636], [-2.92411, 5.69690, -1.33853], [-4.47796, 6.12438, -0.63128], [-2.44076, 4.11461, 0.48252], [-3.94485, 3.67787, -0.31343], [-5.53258, 5.88872, 1.34147], [-5.65537, 4.81660, 2.72975], [-6.16529, 3.98402, -0.18358], [-7.37985, 4.25206, 1.06084], [-6.23913, 2.90726, 1.21815]],
  "nbo_charge": [-0.484, 0.943, -0.839, -0.405, -0.360, -0.099, -0.140, 0.250, 0.259, 0.211, 0.212, 0.237, 0.212, -0.647, -0.065, -0.537, -0.064, -0.653, 0.217, 0.215, 0.204, 0.185, 0.158, 0.157, 0.184, 0.199, 0.235, 0.209, -0.646, -0.062, -0.551, -0.063, -0.645, 0.216, 0.216, 0.204, 0.185, 0.162, 0.164, 0.190, 0.203, 0.218, 0.214, -0.645, -0.065, -0.541, -0.063, -0.645, 0.213, 0.217, 0.203, 0.188, 0.160, 0.160, 0.188, 0.203, 0.216, 0.213],
  "smiles": "FBCCCCl.CCOCC.CCOCC.CCOCC",
  "largest_force_ev_per_a": 0.24,
  "e_lumo_ev": 0.7,
  "multiplicity": 1,
  "homo_energy_ha": -0.346,
  "relative_energy_kcal_mol": 0.0,
  "homo_lumo_gap_ev": 10.16,
  "e_tot_ha": -1404.3400,
  "total_charge": 0
}